The following is a quantum chemistry calculation of a molecular structure, C18H25ClIOP2Rh, from the OMol25 dataset.

XYZ file:
```
49
Properties=species:S:1:pos:R:3:forces:R:3
C 1.6269 -1.6613 -1.9966 0.033 -1.021 0.202
I 2.7408 2.8857 -1.8701 0.440 0.360 0.275
H 0.9141 -2.4374 -2.2925 0.042 0.317 0.001
H 2.2701 -2.0787 -1.2387 0.285 -0.039 0.091
H 2.2078 -1.2706 -2.8496 -0.449 -0.151 0.700
Rh -0.0877 -0.3647 -0.9190 0.712 0.837 -0.736
P 0.1632 0.5620 -3.1416 -1.060 -0.903 -1.286
C 1.6232 0.8619 -4.2431 0.209 0.697 1.109
C -0.4938 -0.8525 -4.1086 0.042 0.173 0.181
H -1.9223 1.6416 -2.7935 0.167 0.163 -0.123
H -1.2910 1.8724 -4.4682 -0.052 0.259 0.227
H -0.5785 2.8192 -3.0995 -0.363 0.098 -0.054
C -1.0399 1.8752 -3.4000 0.329 0.020 -0.193
H -1.4238 -1.1912 -3.6326 0.261 -0.061 -0.377
H -0.6598 -0.4671 -5.1320 -0.068 -0.342 0.424
H 1.3085 0.7517 -5.2851 0.005 0.070 0.171
H 2.4340 0.1666 -4.0060 -0.159 0.190 -0.275
H 0.2745 -1.6431 -4.1145 -0.575 0.279 -0.202
H 2.0065 1.8930 -4.0938 -0.107 -0.310 -0.413
C 1.6846 0.2339 -0.8090 2.434 -1.996 0.322
O 2.8627 0.3054 -0.6070 -2.762 1.181 -1.373
Cl -2.4362 -0.7675 -1.1445 1.451 0.154 0.211
C 2.0835 0.2643 1.9938 0.715 -0.046 -0.085
P 0.3893 0.0167 1.3118 -0.072 -0.034 3.281
C -0.0750 -1.5875 2.0801 0.064 -0.123 -0.337
C -1.3654 -1.7742 2.5934 -0.116 -0.304 -0.597
C -1.8259 -3.0646 2.8783 0.188 0.523 0.141
C -0.9948 -4.1724 2.7196 0.384 0.073 0.030
C 0.3240 -3.9839 2.2858 0.595 0.571 -0.154
C 0.8067 -2.6914 1.9783 -0.947 -0.431 -0.232
C -0.5379 1.4150 2.0346 0.512 0.502 -0.387
C 0.1107 2.5089 2.6734 -0.786 -0.232 -0.290
C -0.6693 3.5786 3.1378 0.737 -0.083 0.158
C -2.0559 3.5786 3.0024 -0.368 -0.161 0.171
C -2.6820 2.5110 2.3531 0.658 -0.133 0.039
C -1.9117 1.4592 1.8333 -0.759 0.229 -0.163
H 2.7543 -0.5764 1.7330 -0.489 0.358 0.137
H 2.0854 0.3635 3.1012 -0.479 -0.191 -0.732
H 2.5552 1.1611 1.5745 -0.194 -0.157 0.199
H -2.0092 -0.9024 2.6730 -0.084 -0.388 0.169
H -2.8433 -3.1882 3.2241 0.032 -0.034 0.060
H -1.3518 -5.1827 2.9630 0.140 0.560 -0.222
H 0.9990 -4.8407 2.1586 -0.359 0.422 0.163
H 1.8158 -2.5439 1.5998 -0.143 -0.239 0.093
H 1.1901 2.5267 2.7816 -0.202 0.059 0.147
H -0.1724 4.4168 3.6460 -0.242 -0.441 -0.287
H -2.6585 4.3991 3.4361 0.471 -0.572 -0.413
H -3.7557 2.4877 2.2594 -0.101 0.023 -0.128
H -2.3890 0.6863 1.2199 0.033 0.274 0.358
```
Forces are in eV/Å.

Output
Multiplicity   5
Relative energy (zero: lowest compared OMol25 entry of this formula, charge and spin)   1.636 eV
Net charge   +2
HOMO (spin up / spin down)   -14.240 / -14.801 eV
Energy   -2326.5078 a.u.
E_LUMO (spin up / spin down)   -7.12 / -11.94 eV
HOMO-LUMO gap (spin up / spin down)   7.115 / 2.863 eV